Record 1
19
Properties=species:S:1:pos:R:3 method="wB97M-V/def2-TZVPD" spin_multiplicity=1 total_charge=0 homo_lumo_gap_ha=0.327 e_above_lowest_kj_mol=156.7
H 0.942 0.135 2.372
H -0.505 -2.469 -1.317
H 1.689 -0.776 -0.991
H -0.275 0.164 0.660
H 1.620 1.044 1.115
H 1.925 -2.079 -1.851
C -0.726 -1.479 -1.711
H -0.483 1.174 3.965
C -0.411 2.050 3.328
S -1.222 -0.445 -0.292
H 0.268 0.136 -2.726
N 0.783 0.784 1.614
C 0.117 1.946 2.123
H 0.424 -1.384 -3.538
H -0.890 2.967 3.632
N 1.742 -1.083 -1.957
H -1.650 -1.541 -2.284
C 0.409 -0.928 -2.546
H 0.129 2.736 1.383


Record 2
97
Properties=species:S:1:pos:R:3 method="wB97M-V/def2-TZVPD" spin_multiplicity=3 total_charge=+1 homo_lumo_gap_ha="0.298 / 0.258" e_above_lowest_kj_mol=2.8
C 1.169 2.029 4.312
P 1.976 0.224 0.773
H 3.163 -0.232 -1.920
H -2.560 2.197 -2.614
C -5.541 -3.588 0.702
C 2.570 -2.209 -2.488
H -2.957 2.239 0.430
C 7.340 -0.580 3.493
C 1.921 5.741 -1.748
F 0.606 6.038 -1.895
H -2.188 -3.463 1.751
C 5.971 0.020 1.485
C -2.296 -1.890 -2.176
C -4.339 -3.357 1.632
C -0.069 5.369 3.026
H -4.950 1.781 -1.867
C 2.754 2.853 0.544
C 1.884 -1.139 -0.433
C -4.084 1.466 -1.282
H -0.850 5.713 1.033
H 2.713 -0.609 3.471
C -0.452 4.994 1.742
C -1.727 0.503 -1.628
H -5.178 -2.167 -0.946
C 2.588 -1.111 -1.638
H -4.396 -2.355 2.058
C 1.520 3.296 -1.902
C -2.685 -3.003 -1.467
F 2.987 -5.334 -2.680
H -5.357 -4.468 0.072
C 0.460 4.419 3.886
C 2.170 1.786 -0.136
H 6.889 0.205 0.942
H 3.239 2.686 1.504
H -3.399 -5.053 -1.544
C 0.572 3.114 3.444
H -6.870 -2.564 -0.687
C 2.705 4.138 0.016
C 2.072 4.354 -1.194
O 1.570 2.321 5.417
H -6.401 -3.833 1.327
H -0.588 3.334 0.375
H -3.262 0.664 -3.112
H -1.357 1.019 -0.754
C 4.857 -0.642 3.517
H 0.797 4.645 4.887
C -2.595 -3.060 -4.204
C 1.173 -3.396 -0.927
N 0.177 2.757 2.215
C -2.222 -1.893 -3.565
H 3.119 -2.187 -3.423
F 0.824 -5.320 -2.869
F 2.055 -4.226 -4.305
C 6.017 -0.404 2.805
H -3.511 3.485 -0.707
N -2.024 -0.889 -1.237
C 1.564 2.014 -1.370
F 2.499 5.840 -2.957
C 3.624 -0.455 2.909
H 4.711 0.556 -0.153
H -3.323 -5.079 -4.018
F 7.597 0.476 4.290
C 1.870 -3.347 -2.125
C 1.932 -4.566 -3.007
H -2.557 -3.107 -5.287
C -2.232 -1.372 -0.004
C 1.169 -2.288 -0.088
H 4.910 -0.966 4.551
C 4.745 0.213 0.874
H -4.368 0.523 -0.801
C -3.072 -4.178 -2.100
H -2.904 -4.571 0.593
F 2.469 6.656 -0.931
H -0.920 0.445 -2.353
H 0.638 -2.325 0.859
C -3.026 -4.185 -3.480
H 1.049 3.479 -2.866
H -4.385 -4.057 2.470
F 8.340 -0.682 2.599
C -5.921 -2.384 -0.173
C -3.779 2.534 -0.228
H -0.185 6.396 3.351
O 1.234 0.845 3.729
C -2.921 1.231 -2.243
C -2.965 -3.566 1.002
Se -2.104 -0.476 1.650
H -6.046 -1.487 0.445
N -2.628 -2.649 -0.114
H 0.642 -4.300 -0.652
H -4.651 2.716 0.407
C -0.316 3.677 1.368
H -1.892 -1.023 -4.127
F 7.334 -1.686 4.258
H 3.146 4.969 0.555
C 3.570 -0.026 1.587
Pt 0.028 0.596 1.995
H 1.126 1.191 -1.919


Record 3
16
Properties=species:S:1:pos:R:3 method="wB97M-V/def2-TZVPD" spin_multiplicity=1 total_charge=-1 homo_lumo_gap_ha=0.201 e_above_lowest_kj_mol=138.3
C -0.963 -0.890 -0.930
S -3.674 -3.280 -2.225
C -3.371 -3.989 -0.889
C 0.953 0.224 -0.031
C 0.311 -0.429 -1.073
Cl -3.918 -0.492 1.473
H 1.927 0.489 -0.089
H -1.594 0.830 1.968
H -1.465 -1.309 -1.693
O -3.143 -4.576 0.078
C 0.192 0.715 0.973
C -1.137 0.277 1.128
H 0.928 -0.531 -1.886
N -2.973 -1.053 0.164
H 0.621 1.490 1.774
C -1.739 -0.616 0.204


Record 4
85
Properties=species:S:1:pos:R:3 method="wB97M-V/def2-TZVPD" spin_multiplicity=1 total_charge=+2 homo_lumo_gap_ha=0.306
C -3.065 3.529 3.274
C 4.305 1.916 0.058
H 2.629 3.143 -0.491
H 1.626 -4.589 -3.807
H -2.280 3.932 2.639
H -2.542 -0.382 -0.410
H -5.107 0.932 2.862
H 3.805 1.714 1.001
H -0.148 -4.958 -1.961
H -5.519 3.385 -1.059
H -2.954 3.618 4.347
H 5.690 1.611 -2.095
H -1.262 1.591 3.134
H 6.788 -2.688 0.374
Br 0.308 2.177 0.911
H 6.210 -1.026 -2.101
H 5.332 2.243 0.221
H 7.885 -1.625 -0.428
C -5.565 1.234 -0.835
H 4.135 3.106 -2.942
C -0.582 -0.848 -1.267
H 6.440 0.432 -0.252
H 5.321 -0.483 0.761
H -2.534 2.219 0.935
C 1.872 -4.807 -2.764
H -2.217 0.430 -1.931
H -3.957 2.541 -1.290
C 7.000 -2.240 -0.599
N -3.388 2.145 2.860
C -0.347 -2.663 0.396
H 3.033 -0.724 0.137
C -4.542 2.976 0.767
H -2.424 -1.568 -3.223
H -3.939 4.126 2.991
H -2.498 -3.250 -0.731
N 4.430 0.662 -0.746
H 4.153 3.860 -0.767
H -3.697 -1.803 -2.085
H 0.681 -2.448 0.674
H 4.989 -2.035 -1.386
H 2.350 0.659 -0.691
H -5.291 2.359 3.807
H 0.502 -2.585 -2.891
H -6.015 1.206 -1.825
C 3.157 -0.082 -0.733
C -2.618 -1.671 -2.153
H -5.470 3.017 1.347
H -1.739 -3.662 -2.274
H -2.332 0.347 2.575
H -1.016 -2.018 0.961
C -4.864 2.604 -0.682
C 3.714 2.345 -2.286
C -4.584 1.563 3.580
H -3.842 1.043 1.141
H -4.382 1.202 5.750
C 0.776 -4.415 -1.778
C 5.844 -1.404 -1.140
H -1.995 0.016 5.084
C -2.041 -0.488 -1.373
H -0.150 -0.301 -0.423
C -1.885 -2.872 -1.546
C 0.575 -2.891 -1.849
H 2.783 2.058 -2.774
H -2.254 1.706 5.286
H -4.165 4.003 0.747
H -4.925 0.376 -0.644
C -2.274 1.205 3.248
C -2.573 0.846 4.687
C 5.558 -0.210 -0.269
H 7.236 -3.022 -1.314
H 3.032 -0.681 -1.632
H -4.456 -0.260 4.805
C -3.521 2.059 1.370
H -0.016 -0.562 -2.148
N -0.561 -2.348 -1.045
H -0.571 -3.708 0.582
H 4.648 0.382 -2.857
H -6.383 1.164 -0.108
C 3.618 2.917 -0.876
H 2.795 -4.269 -2.543
C 4.685 1.185 -2.132
C -4.110 0.771 4.789
H 1.483 -2.449 -1.432
H 2.041 -5.881 -2.729
H 1.167 -4.637 -0.783


Record 5
68
Properties=species:S:1:pos:R:3 method="wB97M-V/def2-TZVPD" spin_multiplicity=1 total_charge=+3 homo_lumo_gap_ha="0.192 / 0.192" e_above_lowest_kj_mol=0.0
C 3.390 2.315 1.096
H 4.654 6.111 -4.855
Mo -0.129 -1.454 3.022
C -6.743 0.068 -1.134
N 5.203 4.681 -2.031
H 4.052 -3.515 2.415
Se 0.551 -1.580 5.310
N 0.985 -0.183 1.957
C -2.317 -3.724 -0.879
H -2.341 -4.814 -0.774
N 3.490 3.180 0.349
N 5.517 6.296 -4.381
Se -0.273 0.459 8.591
H 6.244 7.176 -2.626
H 3.815 -5.030 1.489
H -4.884 -3.275 -2.054
N 4.807 -0.191 3.309
H 4.367 6.405 -1.119
C -2.880 -3.024 1.436
H 7.237 5.246 -3.726
H 2.098 -3.103 0.760
Sb -1.137 -0.250 6.647
H 6.425 4.593 -5.153
H 5.921 3.078 -3.285
C 3.166 1.121 1.843
C 6.262 5.005 -4.177
H -4.191 -3.226 -3.720
H 3.207 -5.025 3.018
C 4.137 0.514 2.714
H -2.093 -3.536 -2.979
C 2.048 -3.781 1.627
H 4.686 7.831 -3.173
Se -3.109 0.601 5.349
N -3.147 -3.210 0.197
C -5.675 -1.321 1.049
H 1.595 -3.427 3.466
H -4.156 -3.158 -0.109
C -4.849 -0.783 0.060
C -7.059 -1.207 0.933
H -1.314 -3.356 -0.733
H 3.476 5.844 -2.469
C 3.352 -4.342 2.158
O 1.452 -2.881 2.717
H -7.677 -1.599 1.718
C -2.799 -3.227 -2.216
H 5.071 4.085 -1.225
H 6.028 6.877 -5.001
C 5.444 4.065 -3.298
H -7.188 0.517 -1.980
H 4.518 3.936 -3.931
H -4.229 -4.798 -2.859
C 5.254 6.924 -3.004
S -1.153 -3.187 1.904
H -2.709 -2.157 -2.256
O -5.495 -1.738 3.436
H -3.532 -2.676 3.303
C -4.172 -3.726 -2.715
C -7.568 -0.504 -0.120
H -3.783 -0.837 0.191
Se -2.111 -0.263 3.145
C -5.101 -1.908 2.300
H -4.640 0.355 -1.765
C -5.363 -0.075 -1.034
C 1.968 0.534 1.902
C 4.522 5.945 -2.079
H 1.364 -4.614 1.398
H -8.654 -0.458 -0.255
N -3.836 -2.595 2.308


Record 6
10
Properties=species:S:1:pos:R:3 method="wB97M-V/def2-TZVPD" spin_multiplicity=1 total_charge=0 homo_lumo_gap_ha=0.346 e_above_lowest_kj_mol=37.5
H -1.023 -2.532 1.441
C 0.294 0.029 -0.548
C -0.328 -0.720 0.660
H 0.874 1.938 -1.458
O 0.774 -0.534 -1.503
C -0.330 -2.225 0.652
O -0.778 -0.063 1.570
S 0.143 1.763 -0.351
H -0.577 -2.665 -0.316
H 0.650 -2.664 0.844


Record 7
12
Properties=species:S:1:pos:R:3 method="wB97M-V/def2-TZVPD" spin_multiplicity=1 total_charge=0 homo_lumo_gap_ha="0.331 / 0.329" e_above_lowest_kj_mol=662.4
H -1.123 -1.421 -0.358
H 0.367 -1.518 -1.361
O 2.787 -1.182 -1.656
H -0.742 1.868 -0.281
H 2.292 1.227 -0.537
H 0.373 -2.092 0.209
H -0.182 1.445 1.460
H -1.359 0.384 0.686
N 1.714 0.370 -0.456
C 0.545 0.074 -0.088
C -0.545 0.968 0.457
C -0.013 -1.268 -0.429


Record 8
68
Properties=species:S:1:pos:R:3 method="wB97M-V/def2-TZVPD" spin_multiplicity=1 total_charge=+3 homo_lumo_gap_ha=0.196
H 1.915 0.281 -0.031
N 1.111 4.224 1.032
H 0.291 4.746 0.735
H -2.991 -5.209 -1.890
C -4.570 -1.032 1.920
H 1.477 1.758 2.886
H 5.187 2.948 0.185
O 0.368 -1.020 1.404
H -2.658 -0.409 -3.256
S -0.856 2.584 1.568
C -2.256 -3.561 3.434
N -2.331 -0.584 1.214
C -2.968 -0.622 -2.234
C -1.046 -1.951 -1.605
C -1.880 -1.641 1.982
H 1.377 -2.619 -0.265
Ce -0.403 0.332 0.065
C 3.385 1.802 0.192
H 0.947 6.798 -0.680
H 1.369 -4.132 -1.161
Cl -3.307 -4.564 4.328
H -3.992 -2.946 -2.485
C -0.491 -1.884 2.034
H -4.049 -0.722 -2.203
H -2.717 0.246 -1.615
H -0.516 -4.663 3.981
C 4.645 2.274 -1.795
O 3.937 1.808 2.525
H 3.206 4.384 1.197
H -3.942 0.562 0.623
H 1.523 -2.613 -2.041
H -3.713 -3.163 -0.756
C 3.726 1.568 -2.559
C -1.168 -4.335 -1.158
H -0.509 -5.151 -1.439
N 1.736 2.135 1.979
C 2.677 0.896 -1.939
C -2.778 -2.455 2.697
C 3.143 1.947 1.654
H 2.300 5.879 1.368
H 2.781 4.390 -1.244
C -0.915 -3.823 3.427
C -4.145 -2.115 2.653
C 4.476 2.393 -0.416
C -2.396 -4.310 -2.041
C 1.296 5.960 -1.291
H -2.085 -4.287 -3.088
C 1.052 -3.095 -1.188
N -2.372 -1.867 -1.731
C -0.035 -2.983 2.722
C 2.530 5.290 -0.686
C -3.222 -3.082 -1.729
C 0.830 3.036 1.478
C 2.373 4.955 0.795
H 0.467 5.258 -1.428
Cl 1.643 -3.311 2.745
H -5.613 -0.747 1.886
H 3.383 5.967 -0.761
C 2.517 1.011 -0.564
H -4.854 -2.715 3.212
H 5.497 2.740 -2.272
H 1.531 6.362 -2.275
H 3.859 1.491 -3.630
C -3.631 -0.294 1.211
O -0.342 -0.831 -1.730
N -0.417 -3.074 -1.327
H 2.041 0.241 -2.521
H -1.429 -4.458 -0.103


Record 9
9
Properties=species:S:1:pos:R:3 method="wB97M-V/def2-TZVPD" spin_multiplicity=1 total_charge=0 homo_lumo_gap_ha="0.293 / 0.291" e_above_lowest_kj_mol=199.0
Cl 0.992 -2.133 0.126
Cl -1.666 -0.689 1.315
Cl 0.379 1.634 -1.778
H 1.459 0.060 0.741
C -0.758 0.544 0.529
Cl -1.108 -0.991 -1.560
Cl -0.284 1.880 1.460
C -0.035 0.200 -0.781
C 1.022 -0.504 -0.051